Molecular formula: C23H28N2O5
Method: DFT, wB97M-V/def2-TZVPD

Bonds (Å) are listed after each position.
Atoms and positions in Å:
1 C 1.14954 4.89921 -3.08914  O2 1.408, H31 1.089, H32 1.095, H33 1.094
2 O 0.60003 3.64746 -3.42775  C1 1.408, C3 1.358
3 C 0.00840 2.91344 -2.44985  O2 1.358, C4 1.391, C30 1.398
4 C -0.10142 3.29722 -1.11719  C3 1.391, C5 1.380, H34 1.078
5 C -0.70262 2.44863 -0.21002  C4 1.380, C6 1.390, H35 1.079
6 C -1.18634 1.20280 -0.59327  C5 1.390, C7 1.482, C29 1.394
7 C -1.81038 0.35182 0.44758  C6 1.482, O8 1.227, N9 1.348
8 O -2.31069 0.82831 1.46103  C7 1.227
9 N -1.79717 -0.97517 0.20959  C7 1.348, C10 1.451, H36 1.007
10 C -2.43339 -1.94339 1.08254  N9 1.451, C11 1.543, C26 1.536, H37 1.098
11 C -1.47918 -2.30107 2.24099  C10 1.543, O12 1.215, N13 1.343
12 O -1.00822 -3.40784 2.41185  C11 1.215
13 N -1.24085 -1.24604 3.03674  C11 1.343, C14 1.442, H38 1.017
14 C -0.17352 -1.23285 4.00645  N13 1.442, C15 1.535, H39 1.092, H40 1.095
15 C 0.93347 -0.25325 3.59190  C14 1.535, C16 1.507, H41 1.092, H42 1.094
16 C 1.39287 -0.42668 2.16664  C15 1.507, C17 1.391, C21 1.387
17 C 1.55726 -1.68418 1.59452  C16 1.391, C18 1.380, H43 1.077
18 C 1.96493 -1.81244 0.28203  C17 1.380, C19 1.389, H44 1.078
19 C 2.25787 -0.69058 -0.48249  C18 1.389, C20 1.395, O25 1.373
20 C 2.14485 0.57407 0.09641  C19 1.395, C21 1.388, O22 1.376
21 C 1.69189 0.69182 1.40331  C16 1.387, C20 1.388, H45 1.079
22 O 2.48809 1.71794 -0.58642  C20 1.376, C23 1.410
23 C 3.28562 1.45894 -1.71992  O22 1.410, C24 1.527, H46 1.091, H47 1.099
24 C 2.69405 0.31436 -2.53955  C23 1.527, O25 1.410, H48 1.091, H49 1.098
25 O 2.66382 -0.87373 -1.78148  C19 1.373, C24 1.410
26 C -2.90162 -3.17974 0.30113  C10 1.536, C27 1.527, C28 1.529, H50 1.094
27 C -4.08642 -2.82222 -0.59360  C26 1.527, H51 1.087, H52 1.088, H53 1.088
28 C -1.77885 -3.81990 -0.51510  C26 1.529, H54 1.086, H55 1.087, H56 1.089
29 C -1.10016 0.83383 -1.93439  C6 1.394, C30 1.378, H57 1.080
30 C -0.51809 1.68159 -2.85108  C3 1.398, C29 1.378, H58 1.080
31 H 1.58646 5.28703 -4.00806  C1 1.089
32 H 1.92958 4.80162 -2.32749  C1 1.095
33 H 0.37996 5.59173 -2.73469  C1 1.094
34 H 0.27943 4.24644 -0.77763  C4 1.078
35 H -0.80346 2.74059 0.82388  C5 1.079
36 H -1.20118 -1.34564 -0.51197  N9 1.007
37 H -3.30396 -1.44024 1.52328  C10 1.098
38 H -1.66142 -0.35327 2.78948  N13 1.017
39 H 0.20595 -2.25387 4.07842  C14 1.092
40 H -0.56906 -0.93851 4.98408  C14 1.095
41 H 0.56779 0.76790 3.71808  C15 1.092
42 H 1.78273 -0.38834 4.26771  C15 1.094
43 H 1.35533 -2.57627 2.16404  C17 1.077
44 H 2.07630 -2.78354 -0.17358  C18 1.078
45 H 1.60048 1.68501 1.81454  C21 1.079
46 H 3.31047 2.38061 -2.30299  C23 1.091
47 H 4.30498 1.19296 -1.40641  C23 1.099
48 H 3.30393 0.10456 -3.41997  C24 1.091
49 H 1.67634 0.58787 -2.84862  C24 1.098
50 H -3.22495 -3.90821 1.05106  C26 1.094
51 H -4.41955 -3.69776 -1.14542  C27 1.087
52 H -3.80631 -2.05089 -1.30841  C27 1.088
53 H -4.92042 -2.45164 -0.00206  C27 1.088
54 H -0.90727 -3.98128 0.11223  C28 1.086
55 H -2.10993 -4.78350 -0.89480  C28 1.087
56 H -1.50150 -3.20698 -1.37151  C28 1.089
57 H -1.51109 -0.10489 -2.27670  C29 1.080
58 H -0.46004 1.41790 -3.89648  C30 1.080

Charge = 0
Lowest unoccupied orbital energy = 0.64 eV
Molar mass = 412.486 g mol⁻¹
Energy above the lowest of the compared OMol25 structures with the same formula, charge and spin = 1.211 eV

Now the Mulliken charges, all in e: number 1, C, carries -0.875; number 2, O, carries -0.462; number 3, C, carries 1.065; number 4, C, carries -0.307; number 5, C, carries -1.209; number 6, C, carries 0.003; number 7, C, carries 0.062; number 8, O, carries -0.812; number 9, N, carries 0.547; number 10, C, carries -0.503; number 11, C, carries 0.285; number 12, O, carries -0.686; number 13, N, carries -0.068; number 14, C, carries -0.922; number 15, C, carries -0.953; number 16, C, carries 0.681; number 17, C, carries -0.517; number 18, C, carries -1.090; number 19, C, carries 0.620; number 20, C, carries 0.589; number 21, C, carries -0.588; number 22, O, carries -0.395; number 23, C, carries -0.586; number 24, C, carries -0.072; number 25, O, carries -0.501; number 26, C, carries 0.527; number 27, C, carries -1.471; number 28, C, carries -1.582; number 29, C, carries 0.195; number 30, C, carries -0.967; number 31, H, carries 0.250; number 32, H, carries 0.324; number 33, H, carries 0.353; number 34, H, carries 0.408; number 35, H, carries 0.528; number 36, H, carries 0.114; number 37, H, carries 0.358; number 38, H, carries 0.357; number 39, H, carries 0.446; number 40, H, carries 0.391; number 41, H, carries 0.361; number 42, H, carries 0.387; number 43, H, carries 0.341; number 44, H, carries 0.495; number 45, H, carries 0.383; number 46, H, carries 0.358; number 47, H, carries 0.332; number 48, H, carries 0.390; number 49, H, carries -0.104; number 50, H, carries 0.412; number 51, H, carries 0.462; number 52, H, carries 0.176; number 53, H, carries 0.391; number 54, H, carries 0.360; number 55, H, carries 0.467; number 56, H, carries 0.320; number 57, H, carries 0.524; number 58, H, carries 0.410